52
Properties=species:S:1:pos:R:3:mulliken_charge:R:1 method="wB97M-V/def2-TZVPD" total_charge=-1 multiplicity=1 e_tot_ha=-1909.923622 molar_mass_g_mol=506.4
O -1.647 -1.474 2.114 -0.15
O 0.599 1.607 1.004 -0.76
O 1.011 -0.560 -4.652 -0.15
O -3.970 2.916 -4.630 -0.65
O -2.769 4.594 -3.941 -0.65
O 4.123 -1.778 1.352 -0.63
O 5.069 0.160 -4.460 -0.56
O 6.203 -0.218 -2.651 -0.63
O 2.025 -2.323 1.384 -0.58
O -0.329 0.602 2.814 -0.30
O -0.629 -1.225 -3.185 -0.65
O -3.173 -1.083 0.486 -0.78
N 5.142 -0.206 -3.281 0.99
N -3.144 3.418 -3.856 0.97
N 0.568 -0.984 -3.454 0.92
N 3.020 -1.874 0.806 1.08
N 2.309 -0.388 -4.501 -0.58
C -2.594 2.591 -2.792 -0.24
C 0.801 1.115 3.477 -0.05
C 1.576 -1.125 -2.514 0.39
C -1.361 0.399 0.613 0.00
C -3.086 1.317 -2.568 -0.59
C 3.946 -0.652 -2.601 -0.78
C -2.131 -0.766 1.043 0.43
C -1.711 1.100 -0.586 1.04
C -1.179 2.370 -0.880 -0.74
C -1.619 3.098 -1.952 -0.61
C 2.682 -0.706 -3.243 1.03
C 0.900 0.630 4.906 -1.29
C -2.657 0.588 -1.494 -0.45
C -2.491 -2.408 4.159 -1.16
C 2.890 -1.460 -0.574 -0.48
C -0.288 0.908 1.476 0.27
C 4.022 -1.031 -1.287 -0.37
C -2.643 -2.312 2.660 -0.30
C 1.655 -1.504 -1.180 -0.32
H -2.501 -1.410 4.599 0.26
H -3.057 -0.397 -1.322 0.60
H -1.230 4.080 -2.156 0.46
H 0.783 -1.802 -0.616 0.66
H 4.977 -0.990 -0.782 0.64
H -3.623 -1.887 2.395 0.33
H 1.677 0.806 2.892 0.21
H 0.875 -0.459 4.935 0.28
H -3.286 -2.999 4.615 0.38
H -3.834 0.927 -3.237 0.45
H -1.529 -2.853 4.414 0.27
H -0.426 2.779 -0.230 0.53
H 0.056 0.985 5.496 0.31
H 0.746 2.212 3.429 0.28
H 1.820 0.965 5.388 0.40
H -2.568 -3.293 2.171 0.26

50
Properties=species:S:1:pos:R:3:mulliken_charge:R:1 method="wB97M-V/def2-TZVPD" e_above_lowest_ev=0.3269 total_charge=-1 multiplicity=1 e_tot_ha=-2944.739955 molar_mass_g_mol=527.9
Cl 1.793 2.237 -1.291 1.85
S 0.907 -1.764 0.156 1.40
S -1.739 1.103 -2.146 -0.59
Al -0.672 0.361 -0.291 1.04
O 2.813 2.238 -0.288 -0.70
O 0.023 -1.584 -1.026 -0.76
O 1.019 0.967 -1.105 -0.60
O -0.757 1.660 1.014 -0.51
O 0.911 3.341 -1.149 -0.61
O 0.912 -3.065 0.777 -0.74
O 0.097 2.290 2.989 -0.72
O 2.360 2.166 -2.601 -0.69
N -2.686 -0.299 0.308 -0.01
N 0.357 -0.589 1.022 0.11
C 3.572 -1.574 0.614 -0.50
C 0.957 0.291 1.995 -0.27
C 2.872 -1.096 -1.645 -0.38
C 4.880 -1.287 0.261 -0.88
C -5.523 2.275 -1.354 -0.50
C 5.202 -0.903 -1.037 1.05
C 4.187 -0.826 -1.983 -0.68
C -4.326 -1.042 1.881 -0.77
C 0.037 1.534 2.041 0.45
C -4.248 2.137 -1.925 -0.55
C -3.298 1.293 -1.395 0.70
C -3.037 -1.103 1.297 1.07
C -5.867 1.553 -0.248 -0.93
C 6.612 -0.531 -1.403 -1.49
C 2.573 -1.463 -0.343 -0.03
C -3.632 0.547 -0.225 -0.75
C -5.243 -0.152 1.424 -0.80
C -2.096 -2.138 1.829 -1.30
C -4.925 0.666 0.322 1.17
H 6.732 0.554 -1.396 0.28
H -6.850 1.636 0.200 0.34
H -6.234 2.957 -1.804 0.37
H -6.226 -0.080 1.875 0.39
H 6.865 -0.884 -2.403 0.37
H 4.421 -0.516 -2.994 0.35
H -1.332 -1.691 2.463 0.18
H -4.555 -1.710 2.699 0.38
H 5.663 -1.357 1.008 0.31
H -1.573 -2.647 1.024 0.22
H 3.325 -1.885 1.621 0.42
H 1.956 0.630 1.697 0.27
H 1.011 -0.137 2.998 0.30
H -3.988 2.706 -2.809 0.41
H 7.328 -0.952 -0.697 0.38
H 2.076 -0.997 -2.369 0.47
H -2.654 -2.871 2.409 0.50

48
Properties=species:S:1:pos:R:3:mulliken_charge:R:1 method="wB97M-V/def2-TZVPD" e_above_lowest_ev=1.3057 total_charge=+2 multiplicity=1 e_tot_ha=-2640.932050 molar_mass_g_mol=648.8
Hf 0.571 -0.323 -0.500 0.33
Cl 3.436 0.346 -0.530 0.05
Cl 2.549 -2.243 0.225 0.03
S 1.630 4.353 -0.517 -0.03
O -1.075 -0.921 0.177 -0.51
O 0.314 -2.304 -1.579 -0.40
O -2.154 -2.851 -0.219 -0.53
O -1.131 0.908 -1.933 -0.52
O 1.135 -0.483 -2.383 -0.62
N 0.958 1.914 -0.340 0.05
N 1.104 1.396 3.279 0.04
N 0.979 0.029 1.551 0.62
C -1.121 -1.068 -3.061 -0.05
C 0.816 0.144 3.806 0.37
C 0.589 -0.288 5.106 -1.10
C -2.365 0.958 -3.961 -0.98
C 1.705 3.615 1.022 -0.35
C -3.332 0.988 -2.757 -0.96
C 1.081 2.901 -1.193 -0.23
C -2.235 -1.137 -1.927 -0.27
C -1.810 -1.775 -0.589 0.16
C -2.472 0.370 -1.666 -0.26
C 0.213 -1.403 -2.424 0.66
C 3.981 -1.319 -0.276 -0.27
C 0.356 -2.052 2.868 -0.54
C 1.312 2.317 0.939 -0.18
C 0.714 -0.715 2.704 1.02
C -1.074 0.446 -3.326 -0.25
C 0.245 -1.615 5.259 -0.52
C 1.175 1.287 1.950 0.39
C 0.125 -2.478 4.159 -0.89
H -0.170 -3.504 4.330 0.44
H -3.606 2.005 -2.485 0.40
H -4.244 0.419 -2.918 0.40
H 4.724 -1.345 0.513 0.40
H -2.775 0.607 -0.653 0.70
H 2.041 4.161 1.890 0.45
H -1.353 -1.694 -3.919 0.55
H -2.218 1.949 -4.384 0.34
H 0.226 -2.717 2.025 0.29
H 0.048 -1.999 6.250 0.43
H 0.668 0.379 5.954 0.44
H -0.164 0.785 -3.806 0.79
H 0.846 2.804 -2.243 0.34
H -2.694 0.296 -4.759 0.38
H -3.119 -1.667 -2.269 0.73
H 1.213 2.242 3.818 0.24
H 4.358 -1.719 -1.209 0.41

44
Properties=species:S:1:pos:R:3:mulliken_charge:R:1 method="wB97M-V/def2-TZVPD" s_squared=3.764 e_above_lowest_ev=1.6647 total_charge=0 multiplicity=4 e_tot_ha=-4527.288873 molar_mass_g_mol=509.6
Co 0.375 -1.104 0.255 0.19
Cl -2.874 2.767 3.175 -0.20
Cl -2.279 0.975 0.755 -0.16
Cl 2.841 0.390 2.437 -0.21
Cl 2.251 2.348 4.774 -0.21
Cl -0.635 3.465 5.221 -0.20
N 0.795 0.783 -1.041 0.46
N -1.046 -1.171 -1.054 0.52
C 1.930 -2.892 0.194 -1.11
C -2.214 -0.179 -2.910 -1.00
C 2.016 2.608 -1.929 -0.78
C 0.177 0.547 1.848 -0.63
C -3.271 -1.073 -2.739 -0.48
C 1.211 0.949 2.665 0.54
C 0.022 1.822 -3.034 -0.86
C -1.127 -0.206 -2.036 0.89
C -3.218 -1.971 -1.671 -0.78
C -0.090 0.821 -2.055 0.48
C -1.319 2.097 3.001 -0.11
C 0.993 1.879 3.723 0.06
C 2.139 -1.401 -0.232 -0.62
C -2.095 -2.008 -0.851 -0.11
C 1.099 2.710 -2.986 -0.55
C -0.296 2.425 3.913 0.21
C -0.477 -2.064 1.733 -2.25
C -1.040 1.193 1.939 0.91
C 1.834 1.617 -0.967 -0.17
H 2.878 3.267 -1.848 0.40
H 1.222 3.458 -3.767 0.42
H 1.955 -3.540 -0.685 0.35
H -4.114 -1.054 -3.418 0.43
H -2.211 0.563 -3.708 0.30
H 3.218 -1.208 -0.316 0.54
H -0.713 1.843 -3.836 0.36
H 0.208 -2.096 2.604 0.41
H -1.387 -1.502 2.023 0.56
H -4.033 -2.655 -1.456 0.43
H 2.527 1.491 -0.141 0.41
H 2.788 -3.165 0.807 0.44
H -2.036 -2.654 0.017 0.25
H -0.768 -3.108 1.482 0.47
H 1.052 -3.172 0.776 0.25
H 1.807 -1.176 -1.269 0.26
H 1.902 -0.615 0.610 -0.12

38
Properties=species:S:1:pos:R:3:mulliken_charge:R:1 method="wB97M-V/def2-TZVPD" e_above_lowest_ev=0.6820 total_charge=+1 multiplicity=1 e_tot_ha=-933.599860 molar_mass_g_mol=283.3
F 0.435 3.070 10.382 -0.29
F 6.684 3.250 5.794 -0.29
C 6.988 1.535 4.181 -0.54
C 3.196 -0.112 5.321 -0.24
C -0.664 -0.412 8.445 -0.65
C 4.470 0.440 4.954 0.94
C 6.516 0.350 3.600 -0.51
C 5.296 -0.194 3.981 -0.56
C -1.442 0.079 9.485 -0.48
C 1.633 0.071 2.587 -1.09
C -2.004 -0.175 2.263 -0.80
C 0.404 -0.472 2.422 0.22
C 1.284 -0.262 6.920 -0.40
C 0.073 1.915 9.728 0.32
C -1.087 1.265 10.147 -0.53
C 0.512 0.263 8.007 1.11
C 0.873 1.462 8.688 -0.69
C -0.767 0.367 2.329 -0.04
C 4.977 1.619 5.576 -0.73
C 6.204 2.123 5.169 0.30
C 2.486 0.276 6.460 -0.46
H -0.945 -1.343 7.952 0.37
H 0.884 -1.155 6.432 0.40
H -2.342 -0.454 9.796 0.40
H 2.793 -0.902 4.684 0.58
H 7.122 -0.147 2.841 0.39
H 0.255 -1.561 2.352 0.30
H -2.094 -1.262 2.242 0.22
H 2.534 -0.536 2.598 0.49
H 7.946 1.961 3.901 0.46
H 4.958 -1.131 3.534 0.40
H 1.719 1.155 2.628 0.22
H 1.766 2.012 8.400 0.50
H -2.903 0.435 2.239 0.28
H -1.693 1.664 10.955 0.45
H -0.604 1.455 2.347 0.25
H 4.404 2.130 6.346 0.53
H 2.948 1.038 7.090 0.16

46
Properties=species:S:1:pos:R:3:mulliken_charge:R:1 method="wB97M-V/def2-TZVPD" e_above_lowest_ev=3.1670 smiles="Cc1ccc(C(=O)CN(/C=C/C(=O)C(F)(F)F)c2ccc(S(N)(=O)=O)cc2)cc1" total_charge=0 multiplicity=1 e_tot_ha=-1842.319915 molar_mass_g_mol=426.4
S 3.319 1.124 -4.278 1.12
F -6.478 -0.487 0.708 -0.23
F -7.253 1.160 -0.468 -0.25
F -6.041 1.507 1.331 -0.25
O 4.687 1.373 -3.711 -0.63
O 3.123 0.197 -5.457 -0.63
O 1.259 1.781 1.888 -0.67
O -5.014 0.652 -1.920 -0.61
N 3.103 2.528 -5.247 -0.63
N -1.138 0.787 -0.196 0.50
C 1.971 -0.416 3.337 -0.70
C 0.753 -0.362 2.642 0.37
C 0.029 -0.115 -2.198 -0.24
C -2.461 0.551 -0.813 0.23
C 0.074 -1.564 2.414 -0.27
C 1.019 0.000 -3.245 -0.38
C -0.961 1.211 1.235 -1.28
C -6.171 0.704 0.248 0.85
C -0.180 0.927 -1.212 0.00
C 0.753 2.034 -1.240 -0.69
C -4.921 0.626 -0.642 0.15
C -3.598 0.397 -0.017 -0.92
C 0.462 -2.744 3.098 -0.75
C 2.216 -4.201 3.914 -1.40
C 1.689 -2.825 3.619 0.81
C 0.427 0.830 1.899 0.98
C 1.788 2.007 -2.131 -0.50
C 1.850 1.106 -3.203 0.21
C 2.456 -1.677 3.766 -0.49
H -2.627 0.602 -1.914 0.47
H -3.642 0.389 1.026 0.32
H 1.047 -0.849 -3.970 0.40
H -0.177 -3.632 2.962 0.33
H 1.948 -4.481 4.959 0.27
H 3.448 -1.718 4.114 0.44
H 2.299 2.442 -5.828 0.28
H 2.597 0.494 3.424 0.38
H 2.536 2.819 -1.772 0.22
H 1.852 -4.969 3.150 0.33
H 3.984 2.596 -5.742 0.30
H -0.752 -1.725 1.643 0.21
H 0.745 2.840 -0.538 0.40
H -0.906 2.301 1.023 0.36
H -1.771 1.040 1.866 0.62
H -0.578 -0.999 -2.219 0.53
H 3.234 -4.262 3.692 0.43

43
Properties=species:S:1:pos:R:3:mulliken_charge:R:1 method="wB97M-V/def2-TZVPD" e_above_lowest_ev=0.0000 smiles="CC(C)[C@@H]1N=C(c2ccccc2)c2cc(OC(F)(F)F)ccc2NC1=S" total_charge=0 multiplicity=1 e_tot_ha=-1616.755456 molar_mass_g_mol=378.4
S 1.840 -3.106 -2.875 -0.31
F -4.018 1.744 2.105 -0.22
F -4.250 2.202 -0.109 -0.23
F -5.973 1.690 1.115 -0.25
O -4.521 -0.005 0.669 -0.43
N 0.054 -2.653 -1.037 -0.01
N 1.378 -0.043 -0.478 -0.37
C -2.270 -2.522 -0.777 -0.97
C 2.369 0.017 -2.739 0.08
C -1.016 -1.962 -0.591 0.65
C 1.739 2.048 3.147 -0.57
C 2.112 1.496 -3.082 -1.44
C -3.335 -0.577 0.281 0.22
C -2.044 -0.011 0.435 -0.35
C 1.214 -0.576 -1.859 0.00
C -3.410 -1.840 -0.305 -0.57
C 1.036 1.559 4.246 -0.45
C -0.897 -0.708 0.023 0.35
C 1.545 1.492 1.911 -0.48
C 3.810 -0.131 -2.127 -1.31
C 1.050 -2.079 -1.830 -0.26
C 0.612 0.433 1.729 0.28
C -4.656 1.411 0.946 0.77
C 0.093 0.537 4.089 -0.83
C 0.387 -0.090 0.395 -0.03
C -0.089 -0.053 2.861 -0.08
H 0.276 -0.206 -2.310 0.37
H 2.386 -0.556 -3.687 0.47
H 4.081 -1.164 -2.103 0.32
H 4.528 0.414 -2.744 0.44
H 2.207 2.076 -2.147 0.22
H 2.488 2.808 3.263 0.41
H 3.780 0.242 -1.098 0.25
H 2.107 1.813 1.022 0.34
H -0.438 0.166 4.957 0.40
H -4.415 -2.243 -0.407 0.46
H -0.004 -3.655 -1.123 0.35
H -2.410 -3.480 -1.275 0.41
H -0.785 -0.870 2.786 0.50
H 2.933 1.811 -3.760 0.43
H 1.190 1.628 -3.615 0.41
H -1.855 0.933 0.891 0.65
H 1.169 2.009 5.209 0.40

46
Properties=species:S:1:pos:R:3:mulliken_charge:R:1 method="wB97M-V/def2-TZVPD" total_charge=0 multiplicity=1 e_tot_ha=-1895.388105 molar_mass_g_mol=433.4
S 1.770 1.416 -2.514 -0.30
F 2.493 -3.089 5.892 -0.32
F -0.887 3.516 -5.971 -0.27
F -1.946 2.601 -7.773 -0.26
F 3.640 -1.230 6.036 -0.23
F 0.266 2.628 -7.416 -0.22
F 2.309 -1.796 7.651 -0.28
N 0.360 0.414 -0.428 0.39
N 0.185 0.063 2.394 0.07
N -0.588 -0.236 -2.598 -0.01
C -1.213 -1.376 -4.653 -1.00
C 1.181 -0.766 4.502 -0.10
C -1.036 0.182 1.448 -0.79
C -1.388 0.036 -6.711 -0.44
C -0.881 2.482 -6.860 0.78
C -1.541 -1.282 -5.955 -0.41
C 2.438 -1.659 6.316 0.78
C 0.048 -0.602 6.568 -0.69
C -0.581 1.147 -4.575 -0.46
C -0.942 0.104 4.369 -0.84
C -0.644 -0.214 0.100 -0.66
C 0.245 -0.349 3.697 0.67
C 1.115 -1.064 5.736 0.28
C 1.566 -0.028 1.615 -2.17
C -0.670 0.044 -3.843 0.06
C -1.044 -0.417 5.765 -0.79
C 0.490 0.331 -1.892 -0.31
C 1.411 0.670 0.275 -1.16
C -0.790 1.061 -6.060 -0.13
H 2.297 -1.157 3.794 0.05
H 1.112 1.861 0.653 0.29
H -1.895 -0.063 2.225 0.45
H 1.648 -1.040 1.446 0.44
H -1.644 -0.092 -0.324 0.57
H -1.132 -2.239 -4.192 0.50
H -1.114 1.518 1.444 0.29
H -1.945 -2.201 -6.418 0.31
H -0.603 -1.324 0.258 0.20
H -1.968 0.079 6.348 0.21
H -1.575 0.648 3.956 0.91
H -0.841 -1.222 -2.101 0.44
H -0.295 2.013 -4.276 1.07
H 2.088 0.345 2.212 1.31
H -1.856 0.039 -7.628 0.48
H 0.124 -0.824 7.618 0.45
H 2.236 1.072 -0.132 0.86

49
Properties=species:S:1:pos:R:3:mulliken_charge:R:1 method="wB97M-V/def2-TZVPD" e_above_lowest_ev=0.3008 total_charge=+1 multiplicity=1 e_tot_ha=-6713.449980 molar_mass_g_mol=604.3
Se 0.028 -4.949 -1.015 0.37
Ga 0.187 -0.442 -0.103 0.44
S -2.225 -1.016 -0.363 -0.60
S -0.002 1.674 -1.759 -0.36
S -3.591 1.347 1.032 -0.22
O 1.781 0.386 1.056 -0.55
N 0.194 -1.988 1.376 -0.10
N 0.238 -5.484 0.621 -0.81
N 0.022 -3.256 -0.570 -0.33
N 3.834 1.227 0.868 -0.42
N -1.066 0.797 1.077 0.40
N -1.600 0.143 -3.210 0.22
N 0.000 1.397 -4.368 -0.53
C 0.315 -1.996 2.683 -0.12
C -0.455 0.900 -5.484 0.02
C -2.814 3.620 2.520 -0.57
C 2.789 0.580 0.364 0.66
C -0.470 3.847 3.058 -0.75
C 0.439 -4.409 2.828 -0.50
C -1.512 -0.032 -5.542 -0.69
C 2.867 0.113 -1.064 -0.65
C -2.071 -0.392 -4.344 -0.01
C 0.434 -3.179 3.437 -0.86
C 0.280 -4.431 1.430 0.61
C -1.186 1.964 1.788 -0.48
C -0.549 1.024 -3.208 0.63
C -2.506 2.442 1.862 0.83
C 1.820 -0.963 -1.312 -1.38
C 0.158 -3.173 0.746 0.60
C -2.223 0.371 0.624 0.42
C -1.782 4.311 3.124 -0.51
C -0.159 2.678 2.395 -0.21
H 0.037 1.237 -6.386 0.43
H -3.829 3.982 2.550 0.41
H 0.566 -5.333 3.371 0.48
H 0.312 4.417 3.532 0.41
H 0.542 -3.101 4.506 0.41
H -2.003 5.226 3.649 0.39
H -1.866 -0.435 -6.475 0.39
H 3.789 1.600 1.805 0.25
H 1.597 -1.036 -2.376 0.35
H 2.199 -1.933 -0.987 0.63
H 3.878 -0.226 -1.300 0.48
H 2.655 0.993 -1.679 0.38
H 0.340 -1.021 3.154 0.55
H 0.849 2.304 2.328 0.42
H -2.893 -1.087 -4.247 0.43
H 4.644 1.440 0.307 0.21
H -1.991 -0.140 -2.297 -0.17

45
Properties=species:S:1:pos:R:3:mulliken_charge:R:1 method="wB97M-V/def2-TZVPD" s_squared=3.759 e_above_lowest_ev=0.0000 total_charge=+1 multiplicity=4 e_tot_ha=-2642.935730 molar_mass_g_mol=638.1
I -1.188 -3.226 -0.357 0.06
I 4.026 -4.173 2.421 0.11
V -0.104 1.391 -0.366 0.49
O -1.876 1.470 -1.464 -0.65
O 0.355 -0.471 -0.986 -0.65
N -0.836 4.501 0.404 -0.09
N 1.955 1.553 0.433 -0.17
N -0.350 0.660 1.608 0.31
N -2.271 0.849 -2.573 0.39
C -2.404 -1.070 -3.932 -0.83
C 0.723 -2.555 0.126 0.06
C -0.402 -0.669 4.025 -0.39
C 0.734 0.649 2.393 0.98
C 1.128 -1.274 -0.281 0.55
C 3.223 -1.679 0.902 -0.67
C 2.798 -2.945 1.271 -0.41
C -3.027 1.545 -3.442 -0.10
C 0.737 0.001 3.618 -0.97
C -1.519 -0.671 3.201 -0.81
C -1.451 0.005 2.002 -0.29
C 2.406 -0.854 0.144 0.75
C -1.953 -0.435 -2.793 0.31
C 2.844 0.535 -0.212 -1.34
C -0.558 3.412 0.129 0.13
C 1.934 1.422 1.908 -1.10
C 1.540 -3.381 0.884 -0.48
C -3.496 0.947 -4.587 -0.68
C -3.185 -0.382 -4.842 -0.15
H 1.188 -4.362 1.177 0.38
H 2.325 2.470 0.211 0.32
H -2.285 0.026 1.314 0.47
H -4.103 1.526 -5.268 0.40
H -2.425 -1.194 3.475 0.44
H -0.416 -1.194 4.971 0.43
H -3.546 -0.868 -5.738 0.43
H -1.112 5.436 0.628 0.28
H 4.202 -1.325 1.207 0.43
H 2.795 0.702 -1.288 0.33
H 2.842 0.937 2.269 0.38
H 3.876 0.690 0.110 0.46
H -3.220 2.565 -3.150 0.42
H -1.314 -0.882 -2.043 0.05
H 1.632 0.006 4.227 0.49
H -2.128 -2.104 -4.085 0.43
H 1.908 2.420 2.350 0.49